Record 1
DFT (ωB97M-V with the def2-TZVPD basis set) results for a structure of composition C42H38CrN6OPS2Sb at a distorted geometry.

Each line ends with the Mulliken spin population.
Cartesian coordinates (Å):
Cr1 -2.77014 0.04561 1.17372  3.87
O1 -1.97998 -2.27967 4.48688  0.06
C1 -2.56011 -1.67388 3.52374  0.01
N1 -2.19193 -0.43933 2.95904  -0.04
C2 -0.99066 0.26203 3.46216  0.00
C3 -0.53994 1.21558 2.36850  0.08
C4 0.43196 2.22109 2.62843  0.00
C5 0.79221 3.11515 1.61669  0.02
C6 0.07828 3.05393 0.38052  0.00
C7 -1.01324 2.21512 0.27612  0.08
N2 -1.19687 1.21229 1.18857  -0.14
C8 -3.74222 -2.14683 2.92281  0.05
C9 -4.57741 -3.06782 3.53303  0.00
C10 -5.96318 -3.00046 3.28370  0.01
C11 -6.38732 -2.31733 2.14635  0.00
C12 -5.44719 -1.69233 1.36308  0.04
N3 -4.15019 -1.51754 1.72074  -0.09
H1 -0.17839 -0.52266 3.53931  0.00
H2 -1.19863 0.70881 4.39657  -0.01
H3 0.87324 2.27185 3.60432  0.00
H4 1.63230 3.77095 1.70609  0.00
H5 0.22073 3.75913 -0.41067  0.00
H6 -1.66354 2.15104 -0.60561  -0.02
H7 -4.21415 -3.71598 4.32645  0.00
H8 -6.59084 -3.45005 3.97597  0.00
H9 -7.42040 -2.27306 1.77822  0.00
H10 -5.72918 -1.41894 0.36252  0.00
C13 1.69610 1.88932 -3.90638  0.00
C14 0.28769 2.18298 -4.25749  0.00
C15 -0.08427 2.77107 -5.48930  0.00
C16 -1.44436 2.83295 -5.78719  0.00
C17 -2.39214 2.30129 -4.88415  0.00
C18 -1.95243 1.82255 -3.61421  0.00
N4 -0.66354 1.88330 -3.29670  0.00
Sb1 -3.62241 1.10697 -2.35120  0.02
C19 -4.71976 1.91391 -0.74337  0.04
C20 -5.80901 2.75907 -1.06292  -0.01
C21 -6.74973 3.10096 -0.09296  0.00
C22 -6.50479 2.74599 1.18145  0.00
C23 -5.36800 2.01122 1.51778  0.01
C24 -4.84693 1.72434 2.87366  -0.01
N5 -4.50161 1.55398 0.51418  -0.02
C25 -3.02892 -0.87087 -1.59844  0.03
C26 -3.32002 -1.95346 -2.48857  0.00
C27 -2.39171 -3.02198 -2.54032  0.01
C28 -1.35628 -3.10436 -1.58018  0.00
C29 -1.21037 -2.05350 -0.63701  0.04
C30 0.06061 -1.86961 0.16012  0.00
N6 -2.08748 -1.00674 -0.60010  -0.03
H11 2.40863 2.36560 -4.64909  0.00
H12 1.94883 2.13145 -2.84219  0.00
H13 1.85183 0.83231 -3.95303  0.00
H14 0.69308 3.12080 -6.23022  0.00
H15 -1.79149 3.26835 -6.74273  0.00
H16 -3.42263 2.33193 -5.19468  0.00
H17 -6.03866 3.03200 -2.06163  0.00
H18 -7.55455 3.78056 -0.36323  0.00
H19 -7.17367 3.01578 1.99683  0.00
H20 -4.18909 0.81908 2.77358  0.00
H21 -4.11619 2.47007 3.19720  0.00
H22 -5.56036 1.61181 3.66460  0.00
H23 -4.15156 -2.01509 -3.19561  0.00
H24 -2.55830 -3.76645 -3.32116  0.00
H25 -0.68916 -3.95096 -1.47350  0.00
H26 0.31540 -2.68142 0.85875  0.00
H27 0.90460 -1.82605 -0.56482  0.00
H28 0.09846 -0.90896 0.70898  0.00
S1 7.23281 -0.32620 -2.87526  0.00
P1 5.91216 -0.75231 -1.45555  0.00
S2 3.89315 -0.75195 -1.72558  0.00
C31 6.34286 0.38329 -0.07824  0.00
C32 5.54501 1.41777 0.35304  0.00
C33 6.07430 2.27036 1.33872  0.00
C34 7.34044 2.04873 1.89678  0.00
C35 8.03261 0.93762 1.49418  0.00
C36 7.57163 0.12399 0.49162  0.00
C37 6.31000 -2.33844 -0.73459  0.00
C38 6.96338 -3.24599 -1.51427  0.00
C39 7.20636 -4.51397 -0.94088  0.00
C40 6.82475 -4.86035 0.38481  0.00
C41 6.00301 -3.92485 1.01265  0.00
C42 5.95007 -2.61405 0.55143  0.00
H29 4.52547 1.52090 -0.03822  0.00
H30 5.48529 3.12509 1.64341  0.00
H31 7.68763 2.75066 2.65538  0.00
H32 8.99482 0.71478 1.88765  0.00
H33 8.29334 -0.62643 0.07142  0.00
H34 7.36412 -2.95729 -2.48695  0.00
H35 7.68074 -5.30984 -1.58617  0.00
H36 7.03245 -5.84718 0.79916  0.00
H37 5.63875 -4.21684 1.98653  0.00
H38 5.60583 -1.84441 1.23694  0.00

Cartesian forces, eV/Å:
-1.392 -1.185 -1.082
-1.528 1.567 -2.450
5.064 1.890 2.363
0.300 -1.801 1.906
0.443 -2.787 -2.447
0.226 1.957 0.318
-0.481 -0.328 -1.094
-1.079 -1.529 -0.976
-0.637 0.351 1.303
1.270 -1.572 0.354
0.168 1.831 0.811
-3.527 -0.378 -3.312
-0.885 0.339 0.588
2.071 0.770 -1.598
-0.629 -0.281 0.313
1.656 -0.316 -0.173
-0.857 -0.801 2.022
-0.588 0.856 0.518
0.192 0.760 1.032
0.290 -0.056 0.241
0.181 0.415 0.244
0.413 0.284 -0.259
0.469 0.248 0.359
0.133 0.489 0.031
-1.324 -1.001 0.824
0.398 -0.188 0.517
0.085 0.666 -0.226
1.088 1.153 0.086
-1.475 0.582 0.563
0.322 -0.381 -0.061
-0.299 -0.245 0.283
0.657 0.170 0.215
1.073 1.725 -0.681
0.483 -0.680 -0.892
-1.389 -1.808 -2.344
-0.525 1.708 0.757
-0.131 -0.914 0.512
0.772 0.874 -1.950
0.357 -0.895 2.755
1.191 -0.351 -1.972
1.224 -0.881 -0.088
-0.752 0.426 1.576
0.289 -1.076 -0.052
1.531 0.365 0.452
-0.238 0.144 1.461
-0.995 0.912 -0.049
-0.486 0.547 -0.366
0.604 -0.076 0.147
0.172 -0.335 -2.114
-0.749 -0.471 1.098
-0.197 0.088 -0.995
0.173 -0.845 -0.137
-0.971 -0.473 1.072
0.210 -0.325 0.687
-0.268 -0.235 0.246
0.232 0.173 -0.875
-0.089 -0.379 0.088
0.100 0.097 -0.180
-0.956 0.579 0.595
-0.203 0.367 -0.153
-0.567 -0.140 0.258
0.333 0.744 0.218
0.284 -0.043 0.438
0.138 0.139 -0.504
-0.315 0.136 -0.243
-0.438 -0.035 0.354
-0.307 -0.608 -0.344
-0.377 -0.008 -0.184
-0.722 1.243 -0.381
0.608 0.159 -0.022
-0.420 -1.126 -0.818
0.157 0.460 0.848
-0.157 -0.123 -0.369
-1.579 0.749 0.149
0.740 -0.075 0.022
1.204 -0.208 -0.494
0.366 1.065 -0.360
0.608 -2.165 0.495
0.798 -1.180 -0.521
-0.946 0.728 -2.352
1.692 -0.289 1.137
-1.132 -0.994 1.168
0.504 0.068 0.033
0.016 0.101 0.155
0.165 -0.324 -0.175
0.703 -0.003 0.460
-1.157 0.536 0.444
-0.389 -0.224 0.162
-0.225 1.032 0.862
-0.158 0.284 -0.155
-0.188 0.390 0.286
-0.423 -0.025 -0.379

2S+1: 5
Total charge: 0
LUMO energy (spin up / spin down) (eV): -1.12 / -1.18
Energy above the lowest of the compared OMol25 structures with the same formula, charge and spin (eV): 0.000
Energy (a.u.): -4449.4111



Record 2
DFT (ωB97M-V with the def2-TZVPD basis set) results for a structure of composition C25H51KO19 at a distorted geometry.

Each line ends with the Mulliken charge.
Cartesian coordinates (Å):
K1 -19.11129 -3.57667 26.27627  0.91
C1 -15.62397 -2.25950 24.49111  0.14
O1 -16.63608 -3.16549 24.89286  -0.88
H1 -15.87260 -1.21933 24.70166  0.13
H2 -14.67810 -2.38784 25.01737  -0.14
H3 -15.33236 -2.36963 23.44663  -0.10
C2 -11.98949 -4.49786 26.68036  -0.87
C3 -11.73095 -5.78130 26.03075  -0.19
O2 -11.52305 -5.66748 24.65913  -0.32
C4 -12.57062 -5.73002 23.79392  0.73
O3 -13.76102 -5.58584 24.03803  -0.52
O4 -12.05790 -5.91856 22.52131  -0.35
C5 -12.85149 -5.72942 21.36754  -0.70
H4 -12.83549 -3.91653 26.31371  -0.09
H5 -11.14634 -3.85809 26.41980  0.40
H6 -12.05293 -4.50272 27.76850  0.40
H7 -12.56281 -6.43996 26.28028  0.35
H8 -10.76887 -6.21030 26.31087  0.29
H9 -13.22341 -6.61861 20.85849  0.33
H10 -12.14134 -5.36037 20.62754  0.31
H11 -13.55788 -4.89937 21.35635  0.24
C6 -19.82149 6.51263 23.96646  -1.18
C7 -20.35823 5.05882 24.15111  -0.14
O5 -19.24436 4.20365 24.06612  -0.38
C8 -18.67289 3.75108 25.11665  0.76
O6 -19.06886 3.96445 26.31035  -0.63
O7 -17.63133 3.05056 24.69625  -0.31
C9 -16.87888 2.29914 25.68698  -0.44
H12 -19.38301 6.92912 24.87331  0.31
H13 -20.60311 7.21076 23.66681  0.38
H14 -18.98593 6.57082 23.26894  0.32
H15 -21.00490 4.88001 23.29208  0.29
H16 -20.95597 5.00420 25.06096  0.28
H17 -17.59452 1.70172 26.25183  0.28
H18 -16.38145 3.10046 26.23338  0.24
H19 -16.04615 1.65199 25.41155  0.17
C10 -14.84101 -2.09437 19.93841  -1.19
C11 -14.14847 -0.83488 19.54949  0.11
O8 -13.57731 -0.93747 18.29579  -0.24
C12 -13.09407 0.07426 17.63596  0.75
O9 -13.14018 1.25275 17.97389  -0.59
O10 -12.41851 -0.35627 16.57125  -0.35
C13 -11.73617 0.56933 15.72733  -0.60
H20 -14.15332 -2.92442 19.77658  0.23
H21 -15.72973 -2.27588 19.33398  0.36
H22 -15.19643 -2.04332 20.96757  0.32
H23 -13.41787 -0.80085 20.35768  0.08
H24 -14.83525 0.00721 19.63511  0.32
H25 -11.18573 0.06248 14.93472  0.23
H26 -10.95927 1.11240 16.26548  0.28
H27 -12.51565 1.18878 15.28373  0.29
C14 -16.69017 5.10962 30.14708  -1.16
C15 -15.77330 3.90544 30.53297  -0.35
O11 -15.60342 3.03856 29.47712  -0.12
C16 -14.84097 1.91918 29.54844  0.50
O12 -14.10403 1.51751 30.45925  -0.63
O13 -14.89406 1.37474 28.32927  0.01
C17 -14.10322 0.18267 28.09299  -0.79
H28 -16.05927 5.88700 29.71610  0.29
H29 -17.00071 5.46114 31.13100  0.37
H30 -17.61547 4.83843 29.63878  0.33
H31 -16.22127 3.38995 31.38249  0.33
H32 -14.92629 4.41067 30.99711  0.32
H33 -14.17887 -0.38095 27.16309  0.18
H34 -14.33015 -0.58147 28.83643  0.36
H35 -13.08133 0.54816 28.19429  0.34
C18 -12.42671 1.72605 22.83889  -1.17
C19 -13.02312 0.98751 24.01563  -0.12
O14 -13.37362 1.80338 25.12674  -0.06
C20 -12.34896 2.33076 25.92417  0.59
O15 -11.16501 2.15267 25.73013  -0.61
O16 -12.94057 3.05149 26.80391  -0.18
C21 -12.21715 3.91665 27.68225  -0.82
H36 -12.23281 0.85989 22.20622  0.28
H37 -11.51604 2.27965 23.06760  0.40
H38 -13.17773 2.40703 22.43846  0.27
H39 -12.44594 0.12080 24.33780  0.37
H40 -13.95635 0.59365 23.61307  0.17
H41 -12.31605 3.49872 28.68407  0.28
H42 -12.62125 4.91910 27.82335  0.28
H43 -11.17610 4.05015 27.38815  0.35
C22 -19.01844 -7.69561 29.82716  -1.08
C23 -19.22656 -6.58578 28.82714  -0.20
O17 -18.17365 -5.59849 28.77375  -0.36
C24 -16.98374 -5.76172 28.13797  0.60
O18 -16.60760 -6.77492 27.56770  -0.56
O19 -16.31688 -4.62433 28.20582  -0.30
C25 -15.11312 -4.51519 27.47418  -0.46
H44 -18.01854 -8.11636 29.72106  0.33
H45 -19.66923 -8.55514 29.66660  0.34
H46 -19.24456 -7.32199 30.82585  0.29
H47 -20.08413 -6.06108 29.24828  0.23
H48 -19.49968 -6.92073 27.82648  0.36
H49 -14.79222 -3.47511 27.41624  0.01
H50 -15.16730 -4.89391 26.45353  0.44
H51 -14.36242 -5.06685 28.04006  0.34

Cartesian forces, eV/Å:
1.277 0.149 -0.493
-1.380 -1.321 0.845
0.101 0.850 0.207
-0.268 0.598 -0.248
0.619 -0.369 0.537
-0.139 0.107 -0.574
0.720 2.627 0.272
-0.535 -1.425 0.876
-0.905 -0.147 -2.992
-1.454 0.577 -0.821
2.398 -0.474 -0.056
-0.082 0.001 2.042
0.622 0.985 -1.573
-0.316 -0.553 -0.224
0.234 0.268 0.253
0.065 -0.435 -0.035
0.116 -0.532 -0.360
-0.265 -0.102 0.720
-0.413 -0.316 0.933
0.420 -0.029 -0.009
-0.459 -0.413 0.934
0.074 -0.053 0.593
-0.052 2.620 -0.560
-1.179 0.159 -1.937
-0.386 -0.043 5.157
1.622 -0.981 -3.772
0.714 -1.208 -0.353
-0.257 1.234 1.206
-0.199 -0.260 0.362
-0.076 -0.151 -0.138
-0.318 -0.320 -0.428
0.171 -0.538 0.052
0.423 -0.479 0.097
0.223 0.302 0.364
-0.215 -0.452 0.892
-0.464 0.166 -1.463
-0.959 -0.836 -0.880
-0.726 0.642 2.278
0.203 -1.768 -1.305
1.278 3.248 0.402
-0.308 -1.434 -0.383
0.128 -1.439 -0.201
-0.312 0.480 0.089
-0.097 -0.168 0.289
-0.025 -0.106 -0.171
0.331 -0.024 0.075
0.726 0.970 -0.401
0.250 0.224 -0.176
-0.502 -0.626 0.169
-0.468 0.356 0.259
0.475 0.469 -0.004
0.657 -1.049 1.090
-1.585 1.641 1.914
0.965 -1.378 -1.162
2.102 -0.270 0.739
-2.162 1.250 -1.566
-0.990 -0.781 -0.769
0.925 0.109 1.377
-0.544 -0.032 -0.524
-0.069 0.384 0.029
0.393 0.084 -0.475
-0.217 -0.329 -0.081
0.951 -0.608 -0.631
-0.877 1.202 -0.575
0.172 0.311 0.415
0.209 -0.592 0.093
0.094 -0.350 0.663
-0.075 -0.005 -0.128
0.871 0.686 1.380
0.406 -1.622 -3.172
-0.970 0.123 0.448
-1.173 1.872 1.417
0.654 -0.145 0.929
0.259 0.558 -0.835
0.026 -0.229 -0.034
0.130 -0.138 -0.296
0.323 0.183 0.085
-0.289 -0.077 0.549
0.444 -0.321 -0.020
-0.702 -0.137 -0.955
-0.055 -0.440 -0.024
0.643 -0.576 -0.129
-0.366 -0.084 0.094
-0.036 0.657 0.134
0.375 -1.880 -1.045
-0.838 1.208 0.936
-1.437 0.557 0.351
1.422 -0.454 -0.298
0.133 0.185 0.367
-0.328 0.230 -0.280
0.485 -0.114 0.061
0.053 0.584 -0.495
0.371 -0.157 -0.073
-0.558 0.009 0.226
-0.365 -0.018 0.067
0.144 -0.074 -0.143

Total charge: 0
LUMO energy (eV): -0.86
Energy above the lowest of the compared OMol25 structures with the same formula, charge and spin (eV): 3.474
Energy (a.u.): -3012.5563